Density functional theory data (ωB97M-V/def2-TZVPD) for C18H29N2O2P2SeV as an isolated structure in a non-equilibrium geometry.

For the electronic energy, the calculation gives -4991.10113 Ha. The value obtained for the HOMO energy (alpha / beta) is -0.3353 / -0.3224 hartree. As for the spin multiplicity: 2. For the HOMO-LUMO gap (alpha / beta), the calculation gives 5.47 / 5.14 eV. As for the energy relative to the best compared isomer or geometry (same formula, charge and spin): 0.0 kcal per mole. Its net charge is +1.

Each line ends with the Löwdin spin population.
Positions of all 55 atoms, in Å:
C: -0.9148 3.1933 -2.6898  0.000
C: -1.0109 2.3426 -1.5995  0.002
N: 0.0781 2.1552 -0.8078  0.010
C: 1.3065 2.5928 -1.1914  0.006
C: 1.4332 3.4894 -2.2528  0.001
C: 0.2926 3.8223 -2.9862  0.001
C: -2.3604 1.8739 -1.1011  0.006
P: -2.3558 0.4476 0.0872  0.008
V: -0.0260 0.7846 0.7607  0.939
P: 2.2559 0.3725 0.4131  0.011
C: 2.4918 2.0393 -0.4006  0.017
C: -0.1337 -1.6730 1.9394  -0.010
C: -0.4186 -1.4292 3.2677  0.000
C: -0.2960 -2.5537 4.1315  -0.001
C: 0.0486 -3.8251 3.6460  0.002
C: 0.2362 -3.9877 2.2718  -0.001
C: 0.1147 -2.9169 1.4048  0.000
O: -2.2353 -1.2165 -5.9509  0.000
O: 2.4145 -1.8986 -3.5326  0.000
H: -1.8263 3.3605 -3.2494  0.000
H: 2.4220 3.8941 -2.4685  0.000
H: 0.3511 4.5448 -3.7916  0.000
C: -3.5115 0.8648 1.4221  0.003
C: -2.8477 -1.1967 -0.5507  -0.002
H: 3.3269 1.8940 -1.0998  0.003
H: 2.8249 2.7317 0.3971  0.000
H: -3.0315 1.5955 -1.8940  0.001
H: -2.8245 2.6714 -0.5238  0.000
C: 3.3358 0.2862 1.8760  0.001
C: 3.0784 -0.8124 -0.7050  -0.004
H: -1.6322 0.2268 3.9889  -0.003
H: -0.5248 -2.4288 5.1820  0.000
H: 0.1206 -4.6934 4.3126  0.000
H: 0.4710 -4.9578 1.8668  0.000
H: 0.2635 -2.9525 0.3270  0.000
H: 1.5723 -1.4425 -3.5836  0.000
H: 2.4944 -2.3951 -4.3657  0.000
H: -2.0451 -0.9807 -5.0532  0.000
H: -3.0144 -0.6789 -6.1286  0.000
H: 0.0147 -0.8652 1.1334  -0.001
H: -4.5114 1.0512 1.0090  0.001
H: -3.5320 0.0568 2.1687  0.000
H: -3.1643 1.7803 1.9215  0.001
H: -3.9404 -1.2965 -0.5901  -0.001
H: -2.4165 -1.3862 -1.5467  0.000
H: -2.4463 -1.9438 0.1475  0.000
H: 4.1296 -0.5218 -0.8490  -0.001
H: 3.0440 -1.8110 -0.2425  0.000
H: 2.6256 -0.9038 -1.7021  0.000
H: 4.3345 0.7024 1.6844  0.000
H: 2.8548 0.8148 2.7103  0.000
H: 3.4382 -0.7701 2.1664  0.000
Se: 0.6610 1.0765 4.6278  0.092
C: -0.6277 0.0451 3.5876  -0.010
N: -0.3872 0.8276 2.4056  -0.071

Cartesian forces (eV/Å) of the 6 atoms listed first:
C -0.18 -0.21 -0.07
C 0.53 1.02 0.78
N 0.05 -0.47 -0.81
C -0.38 -0.19 0.40
C 0.02 -0.29 0.24
C 0.17 -0.33 0.26

---

Density functional theory data (ωB97M-V/def2-TZVPD) for a 7-piece molecular cluster, C17H48N4O7 overall in a non-equilibrium geometry.

For the electronic energy, the calculation gives -1422.15423 Ha. The value obtained for the HOMO energy is -0.3457 hartree. Its SMILES is NC(N)=O.NC(N)=O.CC(C)O.CC(C)O.CC(C)O.CC(C)O.CC(C)O. For the HOMO-LUMO gap, the calculation gives 9.43 eV. As for the energy relative to the best compared isomer or geometry (same formula, charge and spin): 68.0 kcal per mole. Its net charge is 0.

Each line ends with the Mulliken charge.
Positions of all 76 atoms, in Å:
N: 15.8155 21.2336 11.0269  -0.292
C: 16.3748 20.3883 10.2090  0.578
N: 17.6363 20.4914 10.2489  -0.221
O: 15.7271 19.5849 9.5928  -0.686
H: 16.3927 21.7574 11.6693  0.481
H: 14.8076 21.2184 10.9649  0.096
H: 18.2559 19.8511 9.7733  0.234
H: 18.0537 21.0935 10.9441  0.136
N: 10.8229 20.6173 8.1883  -0.318
C: 11.3212 19.8599 7.2634  0.639
N: 12.5947 19.7197 7.4368  -0.245
O: 10.7584 19.3944 6.3197  -0.680
H: 11.4521 20.6851 8.9754  0.160
H: 9.8484 20.8162 8.3640  0.186
H: 13.1188 20.2113 8.1464  0.096
H: 13.1036 19.6018 6.5724  0.138
C: 20.1889 22.5776 11.8792  -1.372
C: 18.9257 23.2977 12.5661  0.381
C: 18.2970 24.4732 11.8243  -1.015
O: 17.8909 22.3150 12.5384  -0.756
H: 20.4776 21.7149 12.4796  0.374
H: 21.0010 23.2745 11.6723  0.402
H: 20.1075 22.1896 10.8638  0.291
H: 19.0810 23.5208 13.6217  0.350
H: 18.2353 24.1113 10.7980  0.066
H: 18.8463 25.4094 11.7241  0.462
H: 17.3136 24.7064 12.2325  0.345
H: 17.1424 22.6279 13.0516  0.240
C: 16.4776 29.6950 9.2408  -1.292
C: 17.3809 28.6498 8.4833  0.590
C: 18.5084 28.0072 9.2820  -1.071
O: 16.4799 27.7290 7.8795  -0.439
H: 15.5690 29.9096 8.6782  0.335
H: 16.9401 30.5996 9.6355  0.368
H: 16.0422 29.1555 10.0819  0.273
H: 17.7571 29.1214 7.5755  0.224
H: 19.2850 28.5579 9.8127  0.424
H: 18.9880 27.1867 8.7482  0.181
H: 18.0532 27.5141 10.1410  0.253
H: 16.5688 26.9016 8.3581  0.128
C: 16.9163 20.5333 4.3796  -1.070
C: 15.8697 20.0795 5.4358  0.261
C: 16.5212 19.6386 6.7950  -0.624
O: 15.0828 21.1716 5.7295  -0.592
H: 17.5522 21.2436 4.9078  -0.031
H: 16.4977 21.1123 3.5564  0.323
H: 17.5364 19.6712 4.1337  0.415
H: 15.2328 19.2878 5.0411  0.465
H: 16.3653 20.4129 7.5462  -0.200
H: 17.6070 19.5482 6.8267  0.426
H: 16.2316 18.6935 7.2544  0.314
H: 15.5661 21.8776 6.1650  0.289
C: 18.7224 22.8646 7.0633  -0.680
C: 19.2806 23.8487 6.0066  0.381
C: 18.7245 25.2716 6.2674  -0.881
O: 20.7122 23.9385 6.1194  -0.582
H: 19.1548 21.8690 6.9642  0.339
H: 17.6365 22.7828 7.0155  -0.097
H: 19.0671 23.1316 8.0623  0.319
H: 19.0200 23.4369 5.0316  0.309
H: 19.0636 25.8227 7.1446  -0.150
H: 17.6402 25.1751 6.3235  0.326
H: 18.8258 25.8816 5.3698  0.424
H: 20.9556 23.8216 7.0406  0.331
C: 12.8359 23.4469 9.1834  -1.374
C: 13.9541 24.1250 8.4651  0.602
C: 14.8586 24.9486 9.2996  -0.750
O: 14.8163 23.2201 7.7973  -0.301
H: 13.3834 22.9002 9.9512  0.183
H: 12.3133 22.9314 8.3777  0.433
H: 12.1644 24.2279 9.5402  0.440
H: 13.6834 24.7899 7.6450  0.244
H: 15.4270 25.5567 8.5958  -0.141
H: 15.5148 24.4505 10.0133  0.126
H: 14.2868 25.6836 9.8661  0.495
H: 14.5031 22.3397 8.0172  -0.012

Cartesian forces (eV/Å) of the 6 atoms listed first:
N -2.84 2.46 1.91
C -2.49 -1.36 0.08
N 6.91 -0.07 -0.53
O -1.30 -1.58 -1.71
H -0.76 0.06 -0.40
H 0.29 0.31 0.68

---

Density functional theory data (ωB97M-V/def2-TZVPD) for one molecule with the formula C5H6O.

For the electronic energy, the calculation gives -269.27621 Ha. The value obtained for the HOMO energy is -0.3638 hartree. Its SMILES is C#C[C@@H](C)C=O. For the HOMO-LUMO gap, the calculation gives 10.80 eV. As for the energy relative to the best compared isomer or geometry (same formula, charge and spin): 43.9 kcal per mole. Its net charge is 0.

Each line ends with the Mulliken charge.
Positions of all 12 atoms, in Å:
C: -2.1573 -0.7456 1.0109  0.123
C: -1.0391 -0.4306 0.6976  -0.749
C: 0.3343 -0.0994 0.3186  0.463
C: 0.6481 -0.5157 -1.1337  -1.286
C: 0.6338 1.3896 0.4261  -0.160
O: -0.1859 2.2702 0.4252  -0.441
H: -3.1512 -1.0071 1.2983  0.427
H: 1.0306 -0.6254 0.9875  0.237
H: 0.4949 -1.5900 -1.2641  0.335
H: -0.0154 0.0147 -1.8227  0.342
H: 1.6863 -0.2750 -1.3892  0.365
H: 1.7210 1.6142 0.4455  0.344

Cartesian forces (eV/Å) of the 6 atoms listed first:
C 0.46 0.17 -0.13
C -0.50 -0.23 0.17
C -0.06 -0.02 0.00
C 0.02 -0.03 -0.11
C -0.25 0.30 -0.04
O 0.38 -0.44 0.06

---

Density functional theory data (ωB97M-V/def2-TZVPD) for an isolated ion of composition ClO5S2 and charge -1 in a non-equilibrium geometry.

For the electronic energy, the calculation gives -1632.84163 Ha. The value obtained for the HOMO energy is -0.2500 hartree. Its SMILES is O=S(=O)([O-])S(=O)(=O)Cl. For the HOMO-LUMO gap, the calculation gives 9.69 eV. As for the energy relative to the best compared isomer or geometry (same formula, charge and spin): 0.0 kcal per mole. Its net charge is -1.

Each line ends with the Mulliken charge.
Positions of all 8 atoms, in Å:
O: -0.7877 1.5769 -0.7290  -0.502
S: 0.0455 0.4859 -1.1380  1.066
O: 1.3861 0.6802 -1.5473  -0.529
O: -0.6586 -0.4860 -1.9834  -0.568
S: 0.2234 -0.4524 0.8754  0.825
O: 0.7359 0.5322 1.7905  -0.498
O: 0.9012 -1.6761 1.1329  -0.499
Cl: -1.8458 -0.6608 1.5989  -0.296

Cartesian forces (eV/Å) of the 6 atoms listed first:
O 0.59 0.43 0.45
S -3.30 -1.31 -3.09
O 1.60 0.55 0.69
O 0.69 0.44 1.45
S 0.56 0.67 3.23
O -0.49 1.26 -0.65

---

Density functional theory data (ωB97M-V/def2-TZVPD) for one molecule with the formula C4H6FNO in a non-equilibrium geometry.

For the electronic energy, the calculation gives -385.82641 Ha. The value obtained for the HOMO energy is -0.3684 hartree. Its SMILES is O=CN1C[C@@H]1CF. For the HOMO-LUMO gap, the calculation gives 10.90 eV. As for the energy relative to the best compared isomer or geometry (same formula, charge and spin): 29.6 kcal per mole. Its net charge is 0.

Each line ends with the Mulliken charge.
Positions of all 13 atoms, in Å:
O: 1.7687 -1.5489 -0.1118  -0.476
C: 1.7979 -0.3721 0.1113  0.079
N: 0.8844 0.5508 -0.4796  -0.244
C: -0.0576 1.3923 0.2764  -0.449
C: -0.5627 0.2834 -0.5923  0.049
C: -1.1324 -0.9465 -0.0076  -0.432
F: -2.4881 -0.7188 0.0752  -0.307
H: 2.5552 0.1070 0.7295  0.363
H: -0.0140 1.2430 1.3443  0.265
H: -0.1652 2.4016 -0.0732  0.250
H: -0.9221 0.5505 -1.5710  0.329
H: -0.7301 -1.1962 0.9914  0.289
H: -0.9341 -1.7462 -0.6926  0.285

Cartesian forces (eV/Å) of the 6 atoms listed first:
O 0.16 -0.30 -0.01
C -1.50 0.86 -0.68
N 0.01 -0.50 0.50
C 0.65 -0.63 -0.36
C 1.74 0.71 0.33
C 0.34 0.09 0.40

---

Density functional theory data (ωB97M-V/def2-TZVPD) for one molecule with the formula C5H14N2 in a non-equilibrium geometry.

For the electronic energy, the calculation gives -308.34671 Ha. The value obtained for the HOMO energy is -0.3263 hartree. Its SMILES is CC(C)[C@@H](N)CN. For the HOMO-LUMO gap, the calculation gives 9.86 eV. As for the energy relative to the best compared isomer or geometry (same formula, charge and spin): 47.9 kcal per mole. Its net charge is 0.

Each line ends with the Mulliken charge.
Positions of all 21 atoms, in Å:
C: 0.5170 1.2989 -1.2947  -1.626
C: -0.6018 0.9433 -0.3935  0.763
C: -1.0382 1.8117 0.7976  -1.294
C: -0.4024 -0.5524 0.0183  -0.666
N: -0.2776 -1.6234 -1.0062  -0.666
C: 0.8127 -0.7660 1.0107  -0.390
N: 0.8265 -2.2397 1.5583  -0.693
H: 0.5891 0.6879 -2.1002  0.501
H: 0.2349 2.3768 -1.8734  0.289
H: 1.4788 1.4190 -0.8244  0.367
H: -1.4939 0.8070 -0.9448  0.303
H: -1.8521 2.4533 0.4768  0.357
H: -1.2092 1.2111 1.8168  0.287
H: -0.2175 2.4684 1.0201  0.332
H: -1.2880 -0.7713 0.5359  0.527
H: 0.6387 -1.5702 -1.5206  0.264
H: -0.9044 -1.5610 -1.8224  0.282
H: 1.6904 -0.7127 0.2435  0.252
H: 0.7998 -0.1203 1.8789  0.301
H: 0.0492 -2.7754 1.0493  0.278
H: 1.6478 -2.7850 1.3740  0.235

Cartesian forces (eV/Å) of the 6 atoms listed first:
C -1.02 6.15 -0.19
C -0.26 -2.62 0.84
C 1.05 -1.02 1.36
C 1.56 -0.42 0.91
N 1.08 0.76 -1.60
C 0.55 -3.22 -2.49